Record 1
Density functional theory data (ωB97M-V with the def2-TZVPD basis set) for a 2-piece molecular cluster, C3H4F3NO overall in a non-equilibrium geometry.

Each line ends with the Mulliken charge.
Element x y z (Å)
H (-0.931, -2.006, 1.208)  0.2386
N (-1.421, -1.304, 0.723)  -0.6267
C (-0.694, -0.634, -0.030)  0.4674
C (0.057, 0.373, -0.785)  -0.1527
O (0.535, -0.960, -0.586)  -0.4136
H (-0.058, 0.867, -1.754)  0.2910
H (0.483, 0.883, -0.003)  0.1935
F (-0.438, 0.911, 3.173)  -0.2286
C (-1.571, 0.798, 2.487)  0.2882
F (-1.380, 1.563, 1.318)  -0.2885
F (-2.540, 1.360, 3.143)  -0.2257
H (-2.047, -0.099, 1.709)  0.4571

Forces on atoms 1 to 3 (eV/Å):
0.639 -1.639 0.168
-1.463 2.033 -0.695
2.118 -1.719 -2.268

- Electronic energy: -546.164388 a.u.
- SMILES: [H]/N=C1/CO1.FC(F)F
- Relative energy (zero: lowest compared OMol25 entry of this formula, charge and spin): 3.5942 eV
- E_HOMO: -9.90 eV
- Kohn-Sham gap: 10.7 eV


Record 2
Density functional theory data (ωB97M-V with the def2-TZVPD basis set) for an isolated molecule of C2H3Cl2FS in a non-equilibrium geometry.

Each line ends with the Mulliken charge.
Element x y z (Å)
F (-0.908, 0.760, -0.586)  -0.2639
C (0.061, 0.567, 0.421)  -0.4033
C (1.430, 0.166, 0.033)  0.2643
S (1.071, -1.635, -1.211)  -0.1858
Cl (2.282, -0.278, 1.468)  -0.0991
Cl (2.222, 1.297, -1.045)  -0.1075
H (0.044, 1.553, 0.729)  0.3147
H (-0.358, -0.188, 1.137)  0.3069
H (1.559, -1.074, -2.412)  0.1736

Forces on atoms 1 to 3 (eV/Å):
0.786 -1.031 -0.477
-2.438 -1.157 -0.217
-0.509 -2.672 -2.990

- Electronic energy: -1496.380754 a.u.
- SMILES: FCC(S)(Cl)Cl
- Relative energy (zero: lowest compared OMol25 entry of this formula, charge and spin): 1.5362 eV
- E_HOMO: -9.67 eV
- Kohn-Sham gap: 9.3 eV